{"formula": "C37H48BrClN4O5PSSiTi", "method": "ωB97M-V/def2-TZVPD", "elements": ["Ti", "C", "C", "C", "C", "C", "C", "C", "Br", "C", "O", "C", "C", "C", "C", "C", "C", "H", "H", "H", "H", "H", "H", "H", "H", "H", "H", "H", "H", "H", "H", "H", "H", "H", "H", "H", "H", "C", "C", "N", "N", "C", "S", "N", "N", "H", "H", "H", "H", "H", "H", "O", "Cl", "O", "O", "O", "C", "P", "C", "C", "C", "C", "C", "C", "C", "H", "H", "H", "H", "H", "H", "H", "H", "H", "H", "H", "C", "C", "C", "C", "C", "C", "Si", "C", "C", "C", "C", "C", "C", "H", "H", "H", "H", "H", "H", "H", "H", "H", "H", "H"], "coordinates": [[-0.963468, -1.427368, -0.323406], [5.681027, 3.689176, 0.330660], [4.942044, 3.147351, 1.574098], [4.590541, 4.300444, 2.519109], [5.895841, 2.163778, 2.242483], [3.725808, 2.429985, 1.085117], [3.722980, 1.379909, 0.139867], [2.579804, 0.716916, -0.252545], [2.706625, -0.422090, -1.794967], [1.289646, 0.973806, 0.371640], [0.206287, 0.305677, -0.046550], [1.257503, 2.073025, 1.340942], [2.455692, 2.811907, 1.534809], [-0.014952, 2.538886, 2.163136], [-1.265530, 1.646198, 1.854239], [-0.461544, 3.980472, 1.750091], [0.216386, 2.374075, 3.685475], [6.646702, 4.116593, 0.636960], [5.111741, 4.507336, -0.154025], [5.913662, 2.930391, -0.414145], [5.554489, 4.717654, 2.837933], [4.051672, 3.926720, 3.408695], [3.946026, 5.076361, 2.066266], [6.579578, 2.731835, 2.854894], [6.496199, 1.662593, 1.447524], [5.328021, 1.411497, 2.852393], [4.684408, 1.067332, -0.256336], [2.412408, 3.639636, 2.213051], [-1.587930, 1.627094, 0.809284], [-2.130260, 2.012846, 2.397916], [-1.136770, 0.586295, 2.161182], [-0.394307, 4.106645, 0.664813], [0.210461, 4.694445, 2.229013], [-1.490615, 4.232540, 2.061999], [0.627871, 1.382442, 3.897356], [-0.705996, 2.506087, 4.275934], [0.903813, 3.091418, 4.082933], [-0.563050, 2.998743, -5.323273], [-0.618757, 1.589373, -4.890246], [-0.533964, 0.599693, -5.748966], [-0.543351, -0.557500, -5.007735], [-0.711332, -0.315535, -3.717497], [-0.897810, -1.671937, -2.693779], [-0.745981, 1.089091, -3.592452], [-0.866898, 1.994417, -2.555672], [-1.580571, 3.405454, -5.596736], [0.074799, 3.072286, -6.152927], [-0.132463, 3.586879, -4.501167], [-0.437627, -1.483598, -5.439349], [-0.781742, 1.466391, -1.694204], [-1.733552, 2.494179, -2.729231], [-1.165577, -4.306055, 2.039813], [-1.834873, -3.219756, 1.445421], [-3.205361, -3.234558, 1.846974], [-1.165386, -1.834459, 1.598334], [-1.664807, -3.348843, -0.091441], [0.963501, -4.882673, 0.021224], [1.407635, -3.135303, -0.406724], [1.811760, -3.639872, -2.150557], [2.969224, -3.115710, 0.500684], [2.902871, -3.211138, 1.891497], [4.039522, -3.066673, 2.666911], [5.261029, -2.791876, 2.025761], [5.342895, -2.860696, 0.619884], [4.194231, -2.990759, -0.149747], [0.540920, -4.932637, 1.027720], [1.840558, -5.502641, 0.083029], [0.348003, -5.353270, -0.739784], [2.571216, -4.409433, -2.242144], [2.074194, -2.735720, -2.667246], [0.870642, -4.012684, -2.588093], [1.925363, -3.313733, 2.369689], [4.049036, -3.088087, 3.769395], [6.132802, -2.619512, 2.642782], [6.294196, -2.776712, 0.103569], [4.277300, -2.968353, -1.263956], [-6.092151, 2.144079, 1.536690], [-5.633824, 2.450357, 0.264006], [-4.795004, 1.592534, -0.410111], [-4.385184, 0.388852, 0.187596], [-4.822324, 0.101223, 1.454159], [-5.708568, 0.960961, 2.123546], [-3.422246, -0.839188, -0.948003], [-4.609059, -2.302820, -1.330283], [-5.362632, -2.877007, -0.332847], [-6.315014, -3.831035, -0.638817], [-6.419921, -4.337483, -1.905594], [-5.623039, -3.814770, -2.915543], [-4.699220, -2.845141, -2.627672], [-6.793235, 2.823884, 2.065658], [-5.930898, 3.374054, -0.228911], [-4.494767, 1.809962, -1.412433], [-4.405717, -0.739487, 1.978752], [-6.038121, 0.694376, 3.132112], [-3.547279, -0.086369, -2.260107], [-5.243008, -2.523907, 0.683459], [-6.975828, -4.188059, 0.132643], [-7.189446, -5.054962, -2.173970], [-5.736654, -4.153562, -3.938386], [-4.051325, -2.373155, -3.393515]], "forces_ev_per_a": [[3.17, 3.39, -0.08], [0.18, 1.20, 0.13], [0.29, 0.22, -1.20], [0.11, -0.16, 0.28], [-0.32, -0.98, -0.14], [-2.37, -0.59, -0.54], [0.87, 0.24, 0.57], [-1.39, 0.66, 0.76], [-0.20, 0.64, 0.50], [1.43, 1.33, 0.27], [-2.01, -2.78, -0.58], [-0.02, -0.41, -0.86], [-0.45, -1.40, 0.29], [-1.22, -0.96, -0.99], [0.16, -0.64, 0.05], [0.64, -0.25, 0.42], [-0.24, -0.11, -0.29], [-0.17, -0.02, -0.02], [0.20, -0.46, 0.17], [-0.20, -0.14, 0.06], [-0.42, 0.26, 0.04], [0.40, 0.14, -0.22], [0.52, -0.29, 0.04], [0.32, -0.07, 0.36], [-0.45, 0.00, 0.74], [0.73, 0.61, -0.42], [-0.18, -0.03, -0.24], [-0.30, 0.22, 0.20], [0.27, 0.24, 0.04], [-0.02, 0.21, 0.31], [0.12, 0.63, -0.07], [0.00, -0.03, 0.14], [-0.02, 0.22, -0.18], [0.44, -0.36, 0.02], [-0.14, 0.05, -0.03], [0.14, -0.12, -0.46], [0.65, 0.54, 0.11], [-1.50, 0.71, 1.63], [0.03, -2.14, -0.56], [0.39, -0.18, 0.25], [-0.13, 1.37, -0.43], [-0.39, 1.61, 0.88], [0.05, -0.36, -0.02], [0.37, -1.67, -2.49], [0.18, -0.52, 0.12], [1.05, -0.45, 0.38], [0.74, 0.05, -1.20], [-0.24, 0.04, -0.26], [-0.15, 0.80, 0.27], [-0.22, 0.39, 0.53], [-0.14, -0.19, 0.82], [0.52, 1.13, 0.35], [-1.40, -1.65, -0.84], [1.41, 1.11, -0.67], [-0.87, -1.48, 0.96], [-0.55, 0.64, 1.56], [-0.28, 0.01, 0.91], [-0.14, -2.10, -0.97], [-0.69, 0.60, 0.26], [0.13, 0.45, -0.16], [-0.43, 0.34, 0.18], [1.05, 0.56, 0.05], [-0.54, -0.82, -0.52], [0.12, 0.31, 0.60], [0.19, 0.00, -0.43], [-0.15, -0.21, -0.53], [0.75, 0.04, -0.18], [-0.53, 0.22, 0.17], [0.14, 0.01, 0.22], [0.30, 0.05, -0.65], [0.37, 0.10, 0.20], [0.26, -0.09, -0.06], [-0.37, -0.05, -0.72], [0.12, -0.03, -0.19], [-0.01, 0.10, 0.23], [-0.16, -0.05, 1.18], [-0.90, 0.56, 0.38], [-0.09, 0.67, -0.33], [-0.09, -0.65, 0.50], [0.88, -0.26, -1.26], [-0.27, 0.52, 0.96], [0.56, -0.69, 0.50], [-1.81, 0.65, -0.51], [1.56, -0.12, -0.19], [-0.29, 0.44, 0.41], [-0.10, -0.41, 0.74], [-0.52, 0.15, -0.87], [0.10, -0.40, -0.51], [0.80, 1.58, 0.06], [0.63, -0.51, -0.46], [-0.04, -0.12, 0.19], [0.16, 0.21, -0.48], [-0.19, -0.44, 0.18], [0.05, 0.16, -0.37], [0.58, -0.10, 0.32], [-0.30, -0.04, -0.01], [-0.06, -0.15, 0.21], [0.13, -0.02, 0.21], [0.02, -0.12, 0.06], [-0.60, -0.57, 0.24]], "mulliken_charge": [0.52, -1.63, 2.20, -2.07, -1.45, -0.43, -0.20, -0.20, -0.12, -0.03, 0.90, -0.60, -0.32, 2.05, -1.91, -1.75, -1.74, 0.44, 0.35, 0.35, 0.47, 0.43, 0.35, 0.46, 0.34, 0.28, 0.43, 0.27, 0.02, 0.77, -0.01, 0.33, 0.41, 0.43, 0.40, 0.41, 0.42, -1.23, 0.96, -0.88, 0.41, 0.23, -0.60, 0.84, -0.77, 0.27, 0.40, 0.33, 0.19, -0.36, 0.33, -0.61, 1.64, -0.53, -0.43, -0.56, -1.54, 1.49, -1.67, 0.46, -0.67, -0.72, -0.51, -0.73, -0.11, 0.35, 0.50, 0.46, 0.43, 0.42, 0.44, 0.25, 0.37, 0.46, 0.41, 0.23, -0.50, -0.62, -0.49, 0.46, 0.10, -0.82, 0.91, 0.93, -0.26, -0.80, -0.47, -0.53, -0.48, 0.36, 0.40, 0.34, 0.33, 0.38, -0.40, 0.26, 0.41, 0.38, 0.40, 0.19], "e_above_lowest_ev": 4.7668, "total_energy_ev": -189013.833, "charge": 1, "homo_lumo_gap_ev": [5.9484, 5.9455], "spin_multiplicity": 1, "fmax_ha_per_bohr": 0.0902}